Record 1
DFT (ωB97M-V with the def2-TZVPD basis set) results for C23H43InN2OP3S as an isolated structure.

Summary:
* ΔE to the lowest compared entry with this formula, charge and spin: 2.014 eV
* HOMO energy (alpha / beta): -15.353 / -16.196 eV
* maximum force: 0.0474 hartree/bohr
* total charge: +3

Cartesian coordinates (Å):
In1 -0.3085 1.0680 -0.6464
P1 -0.7017 -1.5403 -1.6355
P2 0.1287 -1.3648 1.7418
P3 2.5697 0.2355 -0.4760
H1 -0.5101 8.2277 -1.6117
C1 0.3303 7.8223 -2.1984
C2 0.0167 7.3545 -3.4163
H2 -1.0639 7.2893 -3.6442
C3 -2.4832 -1.7784 -1.9473
C4 -0.2446 -3.2747 -1.2449
C5 -0.0720 -1.4810 -3.3512
C6 0.4816 -0.6335 3.3941
C7 -1.3589 -2.3160 2.2491
C8 1.3324 -2.7565 1.8157
C9 3.4401 1.3855 -1.5999
C10 3.2997 -1.3509 -1.0191
C11 3.4880 0.5144 1.0963
H3 1.3235 8.1697 -1.8978
H4 0.7080 7.3886 -4.2533
H5 -2.9729 -0.8245 -2.1485
H6 -2.9679 -2.2041 -1.0649
H7 -2.6010 -2.4238 -2.8254
H8 -0.6937 -3.6242 -0.3177
H9 0.8300 -3.4064 -1.1402
H10 -0.5984 -3.9179 -2.0533
H11 -0.3942 -0.5627 -3.8434
H12 -0.4529 -2.3481 -3.8980
H13 1.0215 -1.4759 -3.3890
H14 0.8033 -1.4405 4.0693
H15 -0.4447 -0.1960 3.7891
H16 1.2611 0.1340 3.3267
H17 -1.0209 -3.1182 2.9163
H18 -1.8659 -2.7346 1.3746
H19 -2.0525 -1.6731 2.8088
H20 1.1385 -3.2792 2.7550
H21 2.3705 -2.4166 1.8149
H22 1.1731 -3.4621 0.9982
H23 4.5120 1.1904 -1.4529
H24 3.1798 2.4157 -1.3358
H25 3.1191 1.1664 -2.6287
H26 4.3852 -1.2237 -0.9279
H27 3.0331 -1.5338 -2.0678
H28 2.9650 -2.2013 -0.4088
H29 4.5277 0.7236 0.7892
H30 3.4330 -0.3609 1.7666
H31 3.0729 1.4046 1.5955
C12 0.2537 4.0115 -1.6692
C13 1.0284 4.3463 -0.5297
C14 0.6467 5.4595 0.2136
C15 -0.3995 6.2533 -0.2422
C16 -1.3032 5.8375 -1.2523
C17 -0.8909 4.7760 -2.0682
S1 0.5492 2.5302 -2.5290
H32 0.9180 1.9262 0.4209
H33 1.8415 3.6618 -0.2510
H34 1.1748 5.7634 1.1115
H35 -0.4691 7.2322 0.2016
H36 -2.2308 6.4153 -1.4436
H37 -1.3149 4.4833 -3.0528
N1 -5.4322 0.4842 3.9117
C18 -4.1779 0.3362 3.3522
O1 -3.3006 -0.3344 3.8878
C19 -3.9666 0.9494 2.0164
C20 -5.0075 1.3534 1.1782
C21 -4.7113 1.7138 -0.1375
C22 -3.3938 1.6166 -0.5928
N2 -2.3920 1.2077 0.2154
C23 -2.6592 0.9433 1.5190
H38 -5.5428 0.2252 4.8858
H39 -5.9839 1.2877 3.6084
H40 -6.0409 1.3690 1.5486
H41 -5.4858 2.0582 -0.8450
H42 -3.1465 1.8927 -1.6445
H43 -1.8218 0.7037 2.1579

Löwdin population analysis, charges in e, atoms 1 to 5: atom 1 (In): 0.413, atom 2 (P): 0.778, atom 3 (P): 0.814, atom 4 (P): 0.741, atom 5 (H): 0.082



Record 2
DFT (ωB97M-V with the def2-TZVPD basis set) results for an isolated ion of composition C24H35Br2Cl3N4O3PS and charge +1.

Summary:
* HOMO energy: -11.458 eV
* maximum force: 0.0530 hartree/bohr
* total charge: +1
* SMILES: COC[C@@]1(Cl)[C@@H](S)N(CC(=O)N(C)C)[C@H](/C(Br)=C(\C)Br)[C@@H](/C(Cl)=C(/C)Cl)[N@+]1(Cc1ccc(C)cc1)P(N)O

Cartesian coordinates (Å):
C1 3.7886 2.4928 1.8264
O1 3.4617 1.8752 0.5904
C2 2.2561 1.1730 0.7196
C3 1.5474 0.9130 -0.6589
Cl1 2.2772 2.1666 -1.7527
C4 2.0052 -0.4194 -1.3372
S1 3.7037 -0.8682 -0.8813
N1 1.0322 -1.4934 -1.2129
C5 1.4963 -2.8328 -1.5283
C6 1.9106 -3.5834 -0.2458
O2 2.8117 -4.4010 -0.3400
N2 1.2681 -3.2699 0.9724
C7 1.9231 -4.0350 2.0523
C8 -0.1777 -3.6404 0.9185
C9 -0.2422 -1.1287 -1.8281
C10 -0.4324 -1.5985 -3.2511
Br1 1.0100 -1.4031 -4.5097
C11 -1.5596 -2.1833 -3.6578
C12 -2.7540 -2.4500 -2.7718
Br2 -1.7786 -2.8146 -5.4506
C13 -0.5553 0.4165 -1.7717
C14 -1.9986 0.7470 -2.0645
Cl2 -3.2540 0.7606 -0.8309
C15 -2.4312 1.0871 -3.2838
C16 -3.8696 1.4241 -3.5998
Cl3 -1.3823 1.2222 -4.6499
N3 0.0571 1.0635 -0.5258
C17 -0.4507 0.2884 0.6895
C18 -0.7637 1.0315 1.9686
C19 0.0374 0.7864 3.0629
C20 -0.1788 1.3613 4.2777
C21 -1.2340 2.2202 4.4835
C22 -1.5064 2.8577 5.8181
C23 -2.0595 2.4577 3.4125
C24 -1.8304 1.8673 2.2040
P1 -0.5682 2.8453 -0.5418
N4 -0.4352 3.4235 -2.1360
O3 0.5144 3.7120 0.3144
H1 3.7325 1.7968 2.6698
H2 4.8118 2.8601 1.7653
H3 3.1400 3.3609 1.9980
H4 1.6295 1.7958 1.3681
H5 2.4094 0.2241 1.2522
H6 2.0863 -0.1881 -2.4062
H7 4.3528 -0.6427 -2.0399
H8 2.3149 -2.8888 -2.2428
H9 0.7090 -3.4656 -1.9570
H10 2.9637 -3.7433 2.1666
H11 1.4035 -3.8083 2.9852
H12 1.8641 -5.1149 1.8900
H13 -0.4870 -3.9420 1.9147
H14 -0.3170 -4.4623 0.2113
H15 -0.7459 -2.7507 0.6348
H16 -1.0248 -1.5891 -1.2154
H17 -3.5170 -2.9826 -3.3324
H18 -3.1694 -1.5637 -2.2991
H19 -2.4371 -3.1365 -1.9770
H20 0.0120 0.8661 -2.5928
H21 -4.1336 2.2709 -2.9598
H22 -4.5311 0.5880 -3.3818
H23 -3.9529 1.7797 -4.6226
H24 -1.3355 -0.2880 0.4277
H25 0.2715 -0.4907 0.9420
H26 0.8779 0.1053 2.9619
H27 0.4996 1.1561 5.0981
H28 -2.1951 3.6905 5.6817
H29 -0.5960 3.1817 6.3197
H30 -2.0038 2.1237 6.4584
H31 -2.9131 3.1104 3.5489
H32 -2.5267 2.0763 1.4020
H33 0.4017 3.9810 -2.2948
H34 -1.2249 4.0473 -2.2861
H35 0.9346 4.3854 -0.2371

Löwdin population analysis, charges in e, atoms 1 to 5: atom 1 (C): -0.070, atom 2 (O): -0.269, atom 3 (C): -0.295, atom 4 (C): -0.615, atom 5 (Cl): 0.834



Record 3
DFT (ωB97M-V with the def2-TZVPD basis set) results for one molecule with the formula C8H9FO.

Summary:
* ΔE to the lowest compared entry with this formula, charge and spin: 2.223 eV
* HOMO energy (alpha / beta): -8.375 / -7.003 eV
* maximum force: 0.0540 hartree/bohr
* total charge: 0

Cartesian coordinates (Å):
C1 1.9335 1.0504 -0.3706
C2 1.0004 1.4539 -1.2717
C3 -1.1455 -0.1288 0.4407
C4 1.3237 0.9097 0.9794
C5 -0.2436 1.6017 -0.6351
C6 -0.1609 1.1323 0.7295
C7 -0.6162 -1.2752 -0.1056
C8 -1.3684 -2.5586 -0.1655
O1 -2.3304 0.0789 0.6935
F1 0.7201 -1.4008 -0.3357
H1 2.9688 0.8387 -0.5663
H2 1.1760 1.6493 -2.3147
H3 1.5737 -0.0383 1.4533
H4 1.6974 1.7015 1.6367
H5 -1.1547 1.9332 -1.0982
H6 -0.6946 1.6787 1.5021
H7 -2.3392 -2.4160 0.2992
H8 -0.8239 -3.3586 0.3375
H9 -1.5160 -2.8519 -1.2084

Löwdin population analysis, charges in e, atoms 1 to 5: atom 1 (C): -0.061, atom 2 (C): -0.081, atom 3 (C): -0.384, atom 4 (C): -0.143, atom 5 (C): -0.019